1.
This record from the OMol25 dataset describes a 9-piece molecular cluster, C46H119N9O14 overall in a non-equilibrium geometry. The level of theory is ωB97M-V/def2-TZVPD.

```
188
Properties=species:S:1:pos:R:3:forces:R:3:lowdin_charge:R:1
C -0.76149 -4.65694 -6.39896 -0.092 -0.958 0.423 -0.10
O -1.13083 -3.56925 -5.60316 -0.831 -0.205 -0.634 -0.18
C -0.17743 -2.57982 -5.59775 1.033 1.023 0.167 -0.27
C -0.81263 -1.27698 -5.24137 -1.374 -0.273 0.683 -0.44
C 0.21495 -0.18493 -5.13598 -0.623 -0.056 0.627 -0.05
N -1.46174 -1.51606 -3.93823 -0.223 0.623 0.563 0.04
H -0.21603 -5.37126 -5.77092 0.232 -0.104 -0.282 0.09
H -0.15724 -4.35432 -7.25313 0.040 -0.010 -0.085 0.09
H -1.66457 -5.15399 -6.74692 -0.073 0.021 -0.074 0.09
H 0.57689 -2.77050 -4.82130 0.189 -0.130 -0.061 0.13
H 0.34769 -2.44501 -6.55267 -0.122 -0.359 -0.137 0.13
H -1.62661 -1.01933 -5.93290 0.474 -0.003 -0.521 0.14
H -0.31358 0.70664 -4.79470 0.303 0.270 -0.171 0.08
H 0.69127 -0.02303 -6.09490 0.218 0.196 -0.056 0.08
H 0.91933 -0.47423 -4.35425 0.253 0.158 -0.147 0.08
H -1.88646 -0.66003 -3.57357 0.186 -0.108 -0.302 0.07
H -2.22370 -2.18496 -4.00798 0.212 -0.033 -0.330 0.08
C 8.43085 0.67968 -1.02371 1.184 0.785 0.403 -0.12
O 7.86797 -0.13198 -1.98519 -0.170 -0.589 0.026 -0.17
C 7.07826 0.56668 -2.86129 -1.038 1.088 -1.893 -0.26
C 6.42579 -0.38906 -3.86747 0.262 -0.318 0.736 -0.42
C 5.32714 -1.21431 -3.20168 -0.350 -0.034 0.995 -0.07
N 7.48638 -1.25102 -4.41964 -0.365 0.592 -0.378 0.04
H 8.85058 0.00894 -0.28267 -0.089 0.202 0.431 0.09
H 7.74128 1.42962 -0.61685 -0.291 -0.429 0.277 0.09
H 9.26009 1.29511 -1.41751 -0.050 -0.262 -0.173 0.10
H 6.30893 1.17819 -2.35904 -0.082 -0.407 0.259 0.12
H 7.60554 1.32804 -3.46800 0.583 -0.334 0.298 0.13
H 6.01416 0.23345 -4.66524 -0.002 -0.082 -0.033 0.13
H 4.71009 -0.67682 -2.46340 0.051 0.398 -0.515 0.06
H 5.78976 -1.96676 -2.55216 0.019 -0.237 -0.452 0.08
H 4.63631 -1.66936 -3.91204 0.197 -0.195 -0.034 0.07
H 7.06303 -1.95508 -5.01374 0.178 -0.073 0.118 0.07
H 7.98101 -1.69793 -3.65798 -0.076 -0.106 -0.041 0.06
C -2.57199 -3.37298 2.45272 -0.541 0.456 0.556 -0.10
O -1.38149 -3.39714 3.21636 -0.562 -0.232 0.130 -0.18
C -0.25852 -3.30545 2.38608 -0.203 -0.011 -1.456 -0.25
C 0.97587 -3.54209 3.17557 1.483 0.090 1.493 -0.44
C 2.28422 -3.26004 2.41803 -0.937 -0.205 -0.875 -0.06
N 0.93925 -4.93393 3.62814 0.155 -0.417 0.197 0.04
H -2.66623 -4.20621 1.74521 0.395 0.226 -0.166 0.09
H -2.66876 -2.38726 1.97149 0.023 -0.366 -0.360 0.08
H -3.42788 -3.46885 3.12854 0.271 0.018 0.163 0.09
H -0.32685 -4.09278 1.61074 0.118 0.023 0.090 0.13
H -0.26782 -2.37028 1.80045 0.131 0.068 0.396 0.11
H 1.04481 -2.85025 4.04192 -0.651 -0.069 -0.205 0.13
H 2.13492 -2.31740 1.88064 0.282 -0.071 -0.023 0.05
H 2.44254 -4.06709 1.69348 0.094 0.186 -0.017 0.08
H 3.17406 -3.16976 3.03602 -0.136 -0.086 0.286 0.07
H 1.52802 -5.09358 4.43989 0.044 0.115 -0.191 0.08
H 0.00494 -5.21792 3.90480 0.003 0.281 -0.051 0.07
C 2.68525 -0.17958 0.21515 -0.505 0.389 -1.091 -0.10
O 1.50990 -0.14597 -0.57729 0.336 -0.385 -0.519 -0.19
C 0.32401 0.21897 0.04604 -0.099 -0.154 0.567 -0.24
C -0.80085 -0.19928 -0.84054 -0.392 0.049 -1.189 -0.44
C -2.15467 0.32902 -0.34477 0.116 -0.377 -0.389 -0.04
N -0.83806 -1.65606 -1.02527 -0.515 0.579 1.092 0.07
H 3.09407 -1.17776 0.07445 0.357 0.006 0.438 0.09
H 2.47735 0.07227 1.25372 0.108 -0.150 0.083 0.06
H 3.33607 0.56513 -0.25098 0.423 -0.060 0.476 0.09
H 0.23916 -0.32161 1.00240 -0.106 0.305 0.145 0.11
H 0.28332 1.30659 0.19256 -0.066 0.011 0.268 0.12
H -0.59525 0.28491 -1.82151 0.002 -0.081 0.251 0.13
H -2.14281 0.51683 0.72832 -0.243 0.013 -0.033 0.05
H -2.92300 -0.41131 -0.58044 0.000 -0.058 0.263 0.08
H -2.45736 1.22248 -0.89309 0.202 0.230 0.303 0.06
H 0.08999 -2.02487 -1.18984 -0.069 0.135 -0.375 0.06
H -1.43567 -1.80504 -1.83058 0.589 -0.492 0.004 0.03
C -0.14490 -4.76231 -2.15427 1.300 0.493 -0.346 -0.11
O 0.24490 -6.07024 -2.48051 -0.657 -0.316 -0.516 -0.20
C 0.32156 -6.85914 -1.31794 1.803 0.294 0.069 -0.24
C 0.95581 -8.16480 -1.69134 -1.058 -2.004 -0.819 -0.19
N -0.02476 -8.92848 -2.51294 -0.004 0.563 1.148 -0.07
C 0.55425 -9.99512 -3.27441 0.693 0.015 -0.063 -0.24
C -0.44593 -10.53405 -4.25108 -0.453 -0.105 -0.224 -0.23
O -0.51090 -9.77730 -5.43529 0.365 0.216 -0.076 -0.18
C -1.58288 -8.87264 -5.53745 0.327 0.040 -1.755 -0.11
H 0.74110 -4.23501 -1.75196 -0.344 -0.124 0.581 0.09
H -0.96658 -4.78119 -1.44344 -0.238 0.435 -0.054 0.09
H -0.31104 -4.20181 -3.07194 -0.758 -0.211 -0.073 0.07
H -0.65353 -7.02952 -0.85883 -0.096 0.112 0.091 0.13
H 1.01351 -6.32476 -0.64621 -0.403 -0.187 0.416 0.12
H 1.13697 -8.81839 -0.82894 0.115 0.480 0.213 0.12
H 1.89902 -8.12938 -2.25907 -0.027 0.744 0.252 0.12
H -0.54687 -8.28518 -3.09031 0.261 0.049 -0.250 0.08
H 0.88623 -10.83298 -2.64910 -0.157 0.208 0.363 0.12
H 1.47107 -9.63021 -3.77166 -0.131 -0.311 -0.366 0.12
H -1.43074 -10.49784 -3.77310 0.021 -0.367 0.144 0.12
H -0.21393 -11.56040 -4.53031 0.029 -0.085 -0.012 0.12
H -1.21432 -8.04089 -6.14898 0.050 0.251 0.471 0.08
H -1.96756 -8.51409 -4.58919 -0.232 -0.075 0.080 0.08
H -2.33357 -9.30860 -6.21525 -0.428 -0.054 0.720 0.09
C -4.56102 2.55009 -3.03283 -0.503 -0.779 0.169 -0.10
O -4.17483 2.34882 -4.36305 1.309 -0.327 -0.089 -0.18
C -5.08261 2.76380 -5.31356 -1.625 0.926 0.039 -0.24
C -6.43293 2.04618 -5.26302 0.432 -0.574 0.174 -0.25
N -7.20641 2.51760 -6.36535 -0.657 -0.013 -1.336 -0.09
C -8.56104 1.93285 -6.45278 0.667 0.257 1.327 -0.20
C -9.27084 2.44220 -7.67407 0.304 0.622 0.276 -0.27
O -10.58745 1.98863 -7.68949 -0.464 -0.194 -0.592 -0.18
C -11.30997 2.57207 -8.76566 -0.310 -0.661 0.092 -0.11
H -3.82146 2.04833 -2.41615 0.150 0.152 0.073 0.07
H -5.50807 2.01858 -2.86905 0.034 0.308 0.341 0.08
H -4.65266 3.59792 -2.72787 0.001 0.067 -0.248 0.10
H -4.68866 2.66970 -6.32371 0.491 -0.196 0.110 0.12
H -5.34178 3.82762 -5.17356 0.260 0.006 -0.090 0.13
H -6.94123 2.27963 -4.32719 -0.144 -0.066 -0.030 0.11
H -6.29801 0.95361 -5.33733 0.149 -0.003 0.391 0.13
H -6.67391 2.28350 -7.20775 -0.379 0.138 0.099 0.11
H -9.07403 2.32546 -5.55961 -0.135 -0.242 -0.278 0.13
H -8.56011 0.83131 -6.34240 -0.028 0.224 -0.380 0.13
H -8.72213 2.16281 -8.58590 -0.117 0.016 -0.061 0.13
H -9.29482 3.53785 -7.58196 0.305 0.003 -0.285 0.13
H -12.27732 2.06572 -8.78665 -0.006 0.240 0.090 0.09
H -10.84467 2.36875 -9.74180 0.181 0.156 0.220 0.09
H -11.45037 3.65072 -8.62851 0.091 -0.078 -0.009 0.09
C -1.55116 0.41644 3.63715 2.701 -0.034 -1.030 -0.10
O -1.55122 1.27202 4.74848 -1.165 -0.647 0.232 -0.17
C -1.06392 2.56685 4.50495 1.898 -0.292 1.603 -0.24
C -1.88514 3.36301 3.55628 0.265 0.675 0.211 -0.22
N -3.26700 3.44067 4.04997 0.909 -2.026 -0.418 -0.02
C -4.18422 3.87745 3.03852 -0.404 1.334 -0.752 -0.22
C -4.06614 3.19243 1.70012 1.413 0.351 0.066 -0.25
O -4.19368 1.81308 1.87459 0.489 -0.179 -0.667 -0.20
C -5.51577 1.40994 1.77739 -0.332 -0.641 -0.165 -0.11
H -0.56720 -0.11344 3.60471 -0.407 -0.107 0.284 0.09
H -1.46046 0.99847 2.71160 -0.785 -0.256 -0.007 0.06
H -2.30242 -0.36001 3.58589 -0.568 0.338 0.369 0.09
H 0.00270 2.52634 4.21933 -0.163 -0.177 -0.809 0.11
H -0.90102 2.94635 5.51887 -0.877 0.578 -0.068 0.13
H -1.74742 2.83105 2.60394 -0.363 0.464 -0.104 0.09
H -1.44948 4.36302 3.45613 -0.038 -0.056 -0.096 0.12
H -3.44200 2.42069 4.12621 -0.404 0.711 0.634 0.11
H -4.01055 4.94120 2.82181 -0.249 0.056 0.340 0.13
H -5.19491 3.74013 3.41639 -0.164 0.228 0.102 0.12
H -3.05280 3.33085 1.30869 -0.111 0.154 -0.037 0.11
H -4.71286 3.65042 0.94511 -0.442 -0.353 0.083 0.12
H -6.02051 1.55251 2.73052 -0.456 -0.006 0.004 0.09
H -5.50424 0.35804 1.50505 -0.194 -0.192 0.163 0.09
H -5.99769 1.95541 0.96552 -0.393 0.033 0.070 0.09
C 1.35193 4.47098 0.52040 0.175 -1.683 -0.603 -0.14
O 1.33485 5.17281 1.68943 -0.539 0.816 1.687 -0.19
C 2.00526 4.57004 2.79445 0.378 -0.074 -0.991 -0.21
C 1.70752 5.33235 4.04463 0.015 0.569 0.739 -0.22
N 2.33207 6.65578 3.97865 0.626 -0.477 -0.343 -0.07
C 1.94339 7.49068 5.09237 -0.637 -0.571 -0.121 -0.24
C 2.63458 8.81759 5.05815 0.357 1.065 -1.094 -0.24
O 2.38024 9.63155 6.17662 0.153 0.327 0.321 -0.18
C 2.86979 9.19046 7.41830 -0.066 -0.635 0.701 -0.12
H 0.58986 4.86167 -0.14310 0.183 0.364 -0.282 0.09
H 1.07361 3.40835 0.67576 0.058 0.171 0.093 0.07
H 2.35594 4.44577 0.08067 -0.074 0.200 -0.343 0.09
H 3.09274 4.64748 2.60313 -0.209 -0.129 0.195 0.13
H 1.77412 3.49477 2.87631 -0.269 0.252 -0.020 0.10
H 2.13274 4.73932 4.86513 0.089 0.264 0.039 0.12
H 0.63994 5.49466 4.30030 0.035 -0.643 -0.491 0.12
H 2.00544 7.08101 3.11236 0.133 0.009 0.134 0.11
H 2.18205 6.99233 6.03356 -0.012 -0.245 -0.121 0.11
H 0.84520 7.58748 5.02652 0.079 0.466 0.600 0.13
H 2.27785 9.40664 4.19996 -0.301 -0.103 0.207 0.13
H 3.70479 8.74658 4.79830 -0.012 -0.456 0.682 0.13
H 2.54220 8.16183 7.64093 0.093 0.227 -0.022 0.07
H 2.45034 9.82126 8.20475 -0.133 0.097 -0.269 0.09
H 3.96176 9.21632 7.57717 -0.114 0.105 -0.654 0.09
C 4.90718 0.19995 2.73445 0.848 -0.099 -1.687 -0.13
O 4.49064 0.19669 4.02233 0.813 0.009 1.362 -0.15
C 3.14121 0.29759 4.16601 -2.327 -0.487 0.404 -0.27
C 2.88683 0.54221 5.62831 0.960 -0.926 0.839 -0.21
N 3.57466 1.74218 6.05400 -0.587 1.001 0.018 -0.05
C 3.25105 2.16273 7.40564 0.409 -0.355 -0.021 -0.22
C 3.70628 1.19219 8.48564 -1.694 0.620 0.851 -0.26
O 5.07583 0.95453 8.55972 -0.131 -0.965 -0.330 -0.16
C 5.82870 2.06716 8.89674 -0.155 1.183 1.207 -0.13
H 4.75431 -0.76046 2.22825 -0.191 -0.112 -0.031 0.09
H 5.97595 0.38742 2.73403 0.165 0.139 -0.133 0.10
H 4.38637 0.97530 2.16744 0.143 0.153 -0.215 0.08
H 2.61274 -0.62602 3.86264 0.203 -0.088 0.020 0.12
H 2.68001 1.07645 3.53960 0.355 0.354 0.049 0.11
H 3.32264 -0.31651 6.17698 -0.144 -0.127 -0.311 0.12
H 1.84159 0.50542 5.92698 -0.262 0.557 -0.332 0.12
H 4.57516 1.61061 5.99005 0.001 -0.126 -0.200 0.11
H 2.16971 2.25881 7.52538 -0.056 0.133 -0.150 0.12
H 3.70115 3.13652 7.61146 -0.074 0.098 -0.186 0.11
H 3.13584 0.26569 8.39958 0.601 -0.358 -0.259 0.12
H 3.27882 1.61857 9.42442 0.669 -0.077 -0.010 0.13
H 6.70343 1.76805 9.47144 0.260 -0.245 -0.458 0.09
H 5.27706 2.70416 9.61771 -0.017 -0.074 -0.296 0.10
H 6.08760 2.70563 8.04983 0.186 -0.134 -0.129 0.09
```
Positions in Å, forces in eV/Å.

Output
Charge: 0
Energy, eV: -91696.7679
Structure (SMILES): COC[C@H](C)N.COC[C@H](C)N.COC[C@H](C)N.COC[C@H](C)N.COCCNCCOC.COCCNCCOC.COCCNCCOC.COCCNCCOC.COCCNCCOC
F_max, eV Å⁻¹: 2.89


2.
This record from the OMol25 dataset describes a 2-piece molecular cluster, C5H7N5O2 overall in a non-equilibrium geometry. The level of theory is ωB97M-V/def2-TZVPD.

```
19
Properties=species:S:1:pos:R:3:forces:R:3:nbo_charge:R:1
O -4.68054 -0.84133 -0.02549 0.111 0.281 0.068 -0.66
C -3.46180 -0.27449 -0.23066 -1.938 -0.201 0.104 0.38
C -3.14178 1.08145 -0.35433 -0.504 0.379 0.119 -0.14
N -1.83192 1.16015 -0.47707 0.558 -0.452 -0.098 -0.23
N -1.44133 -0.10642 -0.45584 0.120 0.399 -0.247 -0.17
N -2.40126 -1.00285 -0.32819 1.079 -0.605 0.233 -0.30
H -4.53045 -1.70369 0.38858 -0.047 0.136 -0.221 0.49
H -3.78651 1.95199 -0.34674 0.218 -0.213 0.024 0.23
H -0.47816 -0.38150 -0.45242 0.058 0.041 -0.144 0.41
C 1.21673 0.63908 0.84674 0.462 0.830 0.313 -0.69
C 2.48731 0.18877 0.18771 0.143 -0.472 0.292 0.29
N 2.87422 -1.15304 0.18849 -0.274 0.135 -0.260 -0.48
C 4.01170 -1.13327 -0.39645 0.093 2.317 0.274 0.34
O 4.40817 0.17333 -0.69571 0.141 -2.468 -0.615 -0.28
N 3.36908 0.96771 -0.36713 -0.785 0.474 0.843 -0.13
H 0.73539 -0.17816 1.38828 0.012 -0.028 -0.437 0.24
H 0.55602 1.15905 0.14608 0.070 -0.234 0.140 0.25
H 1.42909 1.39722 1.61847 0.157 -0.225 -0.304 0.25
H 4.66605 -1.94402 -0.63432 0.327 -0.094 -0.084 0.21
```
Positions in Å, forces in eV/Å.

Output
Charge: 0
Energy, eV: -16841.5853
Structure (SMILES): Oc1cn[nH]n1.Cc1ncon1
F_max, eV Å⁻¹: 2.55


Short version: energy relative to the best compared isomer or geometry (same formula, charge and spin) = 2.887; 3.242 eV, in the order given.
Short version: HOMO energy = -8.56; -9.55 eV, in the order given.
Short version: LUMO energy = 0.4; 0.8 eV, in the order given.